Entry from the OMol25 dataset: a molecular structure, C39H37Co2N3O6P in a non-equilibrium geometry (ωB97M-V/def2-TZVPD).

XYZ file:
```
88
Properties=species:S:1:pos:R:3
C -3.720 1.230 -0.585
N -2.508 1.545 0.139
C -2.450 2.883 0.680
C -1.369 0.813 -0.041
C -0.147 1.230 0.554
C 1.023 0.551 0.271
C 1.021 -0.509 -0.655
P 2.583 -1.274 -1.084
C 2.339 -1.788 -2.850
C 2.117 -0.882 -3.897
C 2.024 -1.322 -5.213
C 2.115 -2.703 -5.514
N 2.023 -3.121 -6.812
C 1.885 -4.518 -7.177
C 1.853 -2.159 -7.882
C 2.318 -3.621 -4.449
C 2.458 -3.160 -3.147
C 3.645 0.190 -1.448
C 5.040 -0.029 -1.515
C 5.901 0.977 -1.933
C 5.395 2.262 -2.280
N 6.205 3.270 -2.722
C 5.645 4.505 -3.229
C 7.636 3.134 -2.882
C 3.998 2.482 -2.187
C 3.150 1.462 -1.778
C -0.194 -1.006 -1.154
C -1.377 -0.349 -0.857
H -4.016 0.184 -0.443
H -4.513 1.876 -0.199
H -3.595 1.425 -1.662
H -1.843 3.551 0.050
H -3.474 3.261 0.723
H -2.028 2.887 1.687
H -0.114 2.101 1.206
H 1.952 0.870 0.741
H 2.040 0.180 -3.682
H 1.881 -0.613 -6.026
H 2.658 -5.131 -6.697
H 0.895 -4.917 -6.896
H 1.984 -4.597 -8.266
H 1.034 -1.465 -7.653
H 2.765 -1.566 -8.044
H 1.615 -2.705 -8.797
H 2.393 -4.683 -4.664
H 2.665 -3.850 -2.330
H 5.423 -1.014 -1.242
H 6.968 0.781 -2.023
H 4.941 4.313 -4.051
H 5.111 5.057 -2.444
H 6.463 5.129 -3.598
H 8.049 2.404 -2.180
H 7.909 2.837 -3.909
H 8.083 4.117 -2.690
H 3.583 3.453 -2.462
H 2.085 1.668 -1.718
H -0.211 -1.881 -1.803
H -2.306 -0.713 -1.291
O -3.972 -4.904 5.204
C -3.664 -3.823 4.927
Co -3.283 -2.155 4.481
C -1.718 -2.001 3.707
O -0.688 -1.861 3.192
C -4.440 -2.104 3.199
O -5.240 -2.078 2.360
C -3.849 -0.564 5.528
C -4.320 0.665 4.898
C -3.429 1.493 4.185
C -3.847 2.741 3.726
C -5.173 3.162 3.904
C -6.078 2.343 4.583
C -5.652 1.101 5.071
C -4.516 -1.260 6.590
C -5.759 -1.604 6.909
Co -2.792 -1.240 6.789
C -2.852 -0.627 8.459
O -2.792 -0.271 9.556
C -1.113 -0.839 6.334
O -0.004 -0.640 6.079
C -2.527 -2.932 7.299
O -2.287 -3.972 7.741
H -2.401 1.146 4.039
H -3.119 3.391 3.246
H -5.495 4.130 3.525
H -7.106 2.675 4.752
H -6.348 0.468 5.615
H -5.970 -1.944 7.922
H -6.575 -1.548 6.190
```

Total charge: -1
LUMO: 1.93 eV
Energy relative to the best compared isomer or geometry (same formula, charge and spin): 0.00 kcal per mole
Orbital gap: 0.214 Ha
Largest force on an atom: 5.77 eV Å⁻¹
Highest occupied orbital energy: -3.9 eV

Atom charges from the Löwdin analysis, given in e for atoms 1 to 8: C -0.068; N -0.189; C -0.081; C -0.225; C -0.020; C -0.120; C -0.429; P 1.061